1.
Computed, not measured: C14H42Fe2NO17 as an isolated structure at a distorted geometry, with ωB97M-V with the def2-TZVPD basis set.

Computed properties:
Multiplicity   9
Net charge   +3
Relative energy (zero: lowest compared OMol25 entry of this formula, charge and spin)   0.0 kcal/mol
Calculated total energy   -120240.893 eV

Each line ends with the Mulliken spin population.
Geometry (Å):
Fe1 -0.91 3.73 -1.75  3.834
Fe2 1.72 -1.38 -0.07  3.832
N1 -0.64 0.82 -0.73  -0.002
O1 -1.70 0.51 -1.19  0.034
O2 0.16 0.02 -0.23  0.017
O3 -0.33 2.08 -0.79  0.071
C1 -4.31 1.52 -5.03  -0.001
C2 -3.67 0.91 -3.82  0.000
O4 -4.18 1.49 -2.61  0.001
O5 -3.81 2.82 -5.34  0.000
H1 -5.39 1.53 -4.89  0.000
H2 -4.19 0.88 -5.91  0.000
H3 -2.59 1.15 -3.81  0.001
H4 -3.79 -0.18 -3.85  0.000
H5 -3.78 0.92 -1.94  0.000
H6 -2.95 2.69 -5.75  0.000
C3 0.89 5.25 -0.04  0.001
C4 -0.49 5.68 0.35  -0.003
O6 -1.41 4.59 0.09  0.038
O7 0.88 4.71 -1.40  0.038
H7 1.31 4.49 0.63  0.000
H8 1.62 6.06 0.06  0.002
H9 -0.77 6.58 -0.20  -0.002
H10 -0.48 5.96 1.40  0.001
H11 -2.21 4.79 0.60  0.004
H12 1.75 4.90 -1.78  0.004
C5 1.23 -3.13 2.46  0.000
C6 2.74 -2.92 2.43  0.007
O8 3.11 -2.75 1.05  0.036
O9 0.60 -2.17 1.59  0.007
H13 0.91 -2.94 3.49  0.001
H14 0.95 -4.15 2.20  -0.002
H15 3.17 -3.83 2.86  0.000
H16 2.98 -2.00 2.96  0.000
H17 3.94 -3.19 0.84  0.003
H18 -0.33 -2.07 1.91  0.004
C7 -3.62 -3.52 1.57  0.000
C8 -2.62 -2.58 0.93  -0.001
O10 -1.98 -1.73 1.90  -0.001
O11 -4.76 -2.81 2.00  0.000
H19 -3.19 -4.02 2.44  0.000
H20 -3.86 -4.31 0.85  0.000
H21 -3.19 -1.92 0.26  0.000
H22 -1.87 -3.05 0.29  0.000
H23 -2.69 -1.22 2.31  0.000
H24 -5.32 -2.64 1.24  0.000
C9 3.68 0.81 0.31  -0.008
C10 4.40 -0.21 -0.50  0.004
O12 3.43 -1.00 -1.25  0.022
O13 2.63 0.17 1.07  0.023
H25 3.16 1.49 -0.39  -0.001
H26 4.32 1.40 0.96  0.001
H27 5.03 -0.82 0.16  -0.001
H28 5.15 0.23 -1.16  0.001
H29 3.86 -1.22 -2.08  0.003
H30 2.39 0.74 1.83  0.003
C11 1.17 -3.26 -2.51  -0.006
C12 0.35 -2.26 -3.28  0.004
O14 0.93 -0.96 -3.08  0.001
O15 0.96 -3.07 -1.08  0.024
H31 2.25 -3.22 -2.67  0.002
H32 0.93 -4.28 -2.82  0.000
H33 -0.68 -2.26 -2.92  0.000
H34 0.40 -2.57 -4.33  0.000
H35 0.52 -0.37 -3.72  0.000
H36 0.90 -3.94 -0.66  0.002
C13 0.41 0.29 4.28  0.000
C14 0.56 1.35 3.25  -0.002
O16 1.95 1.76 3.16  0.000
O17 0.78 0.86 5.53  0.000
H37 1.00 -0.60 4.03  0.000
H38 -0.63 -0.09 4.33  0.000
H39 -0.04 2.24 3.45  0.000
H40 0.24 1.01 2.26  0.002
H41 2.14 2.04 4.07  0.000
H42 0.87 0.16 6.18  0.000

---

2.
Computed, not measured: C3H3FOS as an isolated structure at a distorted geometry, with ωB97M-V with the def2-TZVPD basis set.

Computed properties:
Relative energy (zero: lowest compared OMol25 entry of this formula, charge and spin)   16.9 kcal/mol
Calculated total energy   -18758.309 eV

Each line ends with the Mulliken charge.
Geometry (Å):
C1 -0.50 0.42 0.26  0.245
C2 0.75 -0.32 0.82  -0.615
C3 -0.33 -0.02 -1.20  0.375
H1 -1.43 -0.11 0.45  0.255
H2 1.46 0.31 1.10  0.387
H3 0.52 -1.06 1.62  0.284
O1 -0.80 0.16 -2.32  -0.532
F1 -0.69 1.78 0.08  -0.278
S1 1.01 -1.17 -0.81  -0.121

---

3.
Computed, not measured: C15H25ClINO2PRh as an isolated structure at a distorted geometry, with ωB97M-V with the def2-TZVPD basis set.

Computed properties:
Multiplicity   5
Net charge   +2
Relative energy (zero: lowest compared OMol25 entry of this formula, charge and spin)   19.4 kcal/mol
Calculated total energy   -54446.061 eV

Each line ends with the Mulliken spin population.
Geometry (Å):
C1 -2.26 1.31 -4.09  0.115
C2 -1.51 0.47 -3.10  0.081
H1 -3.09 0.75 -4.59  0.010
H2 -1.54 1.67 -4.86  -0.012
H3 -2.66 2.16 -3.51  -0.007
O1 -1.44 -0.74 -2.91  0.389
I1 0.53 2.70 -2.46  0.818
Rh1 -0.51 0.45 -1.37  1.501
P1 1.38 -0.84 -1.96  0.227
C3 1.50 -2.59 -1.49  0.015
C4 1.34 -0.87 -3.79  0.010
H4 3.19 0.79 -1.55  -0.006
H5 3.74 -0.75 -2.32  0.006
H6 3.38 -0.69 -0.56  -0.001
C5 3.07 -0.30 -1.55  0.028
H7 1.56 0.14 -4.16  0.001
H8 2.10 -1.59 -4.14  0.004
H9 2.19 -3.07 -2.21  0.007
H10 0.53 -3.11 -1.51  -0.001
H11 0.34 -1.18 -4.13  -0.003
H12 1.93 -2.69 -0.47  0.001
C6 -1.25 -1.48 -0.91  0.040
O2 -1.93 -2.41 -0.84  -0.013
Cl1 1.20 1.56 0.23  0.405
C7 0.74 0.97 3.94  0.000
N1 1.09 0.23 2.70  0.015
C8 2.38 -0.49 2.88  0.001
C9 -0.01 -0.67 2.14  0.063
C10 -1.25 0.12 1.87  -0.218
C11 -2.14 0.23 2.92  0.028
C12 -3.27 1.01 2.83  -0.027
C13 -3.51 1.69 1.62  0.038
C14 -2.67 1.52 0.50  -0.333
C15 -1.58 0.67 0.63  0.875
H13 0.48 0.26 4.73  0.000
H14 -0.09 1.67 3.75  -0.001
H15 1.63 1.54 4.23  -0.001
H16 1.24 0.95 1.93  -0.044
H17 2.25 -1.31 3.58  0.000
H18 2.73 -0.86 1.91  0.000
H19 3.10 0.24 3.27  0.000
H20 0.37 -1.15 1.24  -0.004
H21 -0.24 -1.40 2.93  -0.001
H22 -1.89 -0.34 3.85  0.001
H23 -3.93 1.09 3.69  0.001
H24 -4.38 2.35 1.55  0.001
H25 -2.84 2.02 -0.44  -0.008